The following is a quantum chemistry calculation of a 11-piece molecular cluster, C38H106N8O11 overall at a distorted geometry, from the Open Molecules 2025 dataset.

The charge is 0. For the total energy, the calculation gives -2776.91214 hartree. Its orbital gap is 8.96 eV. As for the spin multiplicity: 1. The energy above the lowest of the compared OMol25 structures with the same formula, charge and spin comes out at 27.6 kcal per mole. As for the structure (SMILES): COC[C@H](C)N.COC[C@H](C)N.COC[C@H](C)N.COC[C@H](C)N.COC[C@H](C)N.COC[C@H](C)N.COC[C@H](C)N.COC[C@H](C)N.CCO.CCO.CCO. As for the lowest unoccupied orbital energy: 0.4 eV.

Each line ends with the Löwdin charge.
CARTESIAN COORDINATES (ANGSTROEM)
C 3.21343 -2.45772 2.90794  -0.049
C 2.92768 -1.10902 3.53448  -0.403
C 3.92053 -0.05877 3.03531  -0.207
O 5.19885 -0.57704 3.31344  -0.200
C 6.25639 0.10984 2.65923  -0.087
N 1.57353 -0.67369 3.11853  0.038
H 4.13966 -2.93816 3.21997  0.082
H 3.27149 -2.38620 1.81923  0.058
H 2.40476 -3.14600 3.17679  0.072
H 2.97435 -1.14429 4.62802  0.141
H 3.75547 0.88525 3.57098  0.129
H 3.81186 0.10358 1.95932  0.106
H 7.15623 -0.42332 2.95733  0.088
H 6.29609 1.15022 2.99469  0.088
H 6.13533 0.06466 1.57438  0.062
H 0.89815 -1.25266 3.61683  0.057
H 1.42451 0.24165 3.59463  0.045
C 2.76778 -4.50506 -4.30130  -0.082
C 1.97997 -5.33289 -3.28716  -0.420
C 1.98822 -4.62860 -1.94744  -0.232
O 1.28648 -5.39537 -1.00641  -0.153
C 0.86431 -4.62872 0.08308  -0.133
N 0.60439 -5.53982 -3.75174  0.051
H 2.88105 -4.99604 -5.26905  0.077
H 3.79797 -4.29101 -3.97668  0.071
H 2.35252 -3.50533 -4.46187  0.053
H 2.51707 -6.28271 -3.20040  0.141
H 1.43627 -3.67852 -2.11042  0.123
H 2.97794 -4.24662 -1.66132  0.118
H 0.64714 -5.21738 0.97264  0.067
H -0.01709 -4.00989 -0.13773  0.077
H 1.64281 -3.90500 0.37709  0.076
H 0.69195 -6.00298 -4.65639  0.071
H 0.18429 -4.66034 -4.04848  0.037
C -4.15954 0.03961 0.99790  -0.064
C -5.10689 -0.89308 0.27298  -0.436
C -5.60846 -1.91162 1.29481  -0.225
O -6.59607 -2.75448 0.75005  -0.196
C -6.79882 -3.90996 1.52921  -0.107
N -6.19867 -0.13373 -0.34395  0.049
H -3.25216 -0.51147 1.26191  0.067
H -4.59440 0.53453 1.86827  0.087
H -3.80998 0.83451 0.33523  0.058
H -4.58189 -1.42762 -0.52442  0.141
H -6.04639 -1.33190 2.11952  0.132
H -4.78980 -2.56334 1.62590  0.114
H -7.65977 -4.47266 1.18955  0.087
H -6.92712 -3.60388 2.57508  0.085
H -5.88914 -4.52192 1.48067  0.084
H -6.89587 -0.78872 -0.68556  0.069
H -6.64105 0.45271 0.35834  0.076
C -0.98664 -3.01564 2.73303  -0.060
C -1.30614 -4.27250 3.53523  -0.430
C -2.61627 -4.14103 4.30842  -0.240
O -2.54926 -3.04130 5.17105  -0.174
C -3.75199 -2.88033 5.87854  -0.112
N -1.29761 -5.41243 2.60922  0.046
H -1.69653 -2.99090 1.89321  0.079
H -0.02396 -3.13524 2.23934  0.056
H -1.13197 -2.12252 3.33428  0.064
H -0.54759 -4.41659 4.31303  0.143
H -2.83285 -5.07822 4.84055  0.129
H -3.43745 -4.04869 3.57593  0.116
H -4.60206 -3.04418 5.20163  0.083
H -3.90920 -1.85108 6.20694  0.086
H -3.83279 -3.53605 6.74860  0.091
H -1.60369 -6.24951 3.11251  0.079
H -2.09958 -5.27125 1.98576  0.080
C 5.10293 -2.03736 -0.74749  -0.057
C 4.96776 -0.80800 -1.62537  -0.418
C 3.79954 -0.90753 -2.58035  -0.183
O 3.82311 0.19721 -3.48809  -0.201
C 2.79306 0.05645 -4.42358  -0.119
N 4.87968 0.40423 -0.81255  0.079
H 5.85596 -1.89950 0.03028  0.076
H 5.33569 -2.95665 -1.28673  0.077
H 4.18101 -2.22081 -0.17664  0.060
H 5.88910 -0.80324 -2.22460  0.144
H 2.86454 -0.76049 -2.01206  0.125
H 3.74107 -1.90618 -3.03181  0.112
H 2.92940 0.83459 -5.17255  0.088
H 1.79255 0.22050 -3.98549  0.073
H 2.66987 -0.93695 -4.86899  0.082
H 4.52512 1.12807 -1.42674  0.023
H 4.18086 0.31467 -0.08242  0.051
C -2.69035 5.14677 0.66366  -0.055
C -1.51110 5.91510 0.11089  -0.436
C -1.35083 5.75358 -1.38020  -0.187
O -0.80283 4.45409 -1.61373  -0.207
C -0.20458 4.31294 -2.86429  -0.136
N -1.66915 7.32627 0.48147  0.032
H -3.63349 5.52460 0.26858  0.092
H -2.70978 5.08411 1.75045  0.067
H -2.63343 4.09026 0.37689  0.044
H -0.56525 5.53655 0.52631  0.137
H -0.65161 6.50282 -1.76746  0.126
H -2.29833 5.74902 -1.93081  0.125
H -0.94970 4.23968 -3.67322  0.093
H 0.27724 3.33582 -2.81377  0.069
H 0.52304 5.04149 -3.23945  0.086
H -1.78594 7.40736 1.48296  0.066
H -0.85070 7.86765 0.22531  0.068
C -1.25468 1.54232 3.01236  -0.056
C -0.56727 2.36569 4.08030  -0.403
C -1.55824 2.93134 5.09259  -0.211
O -2.50000 3.73312 4.40536  -0.195
C -3.15142 4.65794 5.22903  -0.125
N 0.38403 1.47386 4.77001  0.027
H -1.71580 0.60910 3.34714  0.080
H -0.52285 1.22992 2.25868  0.069
H -1.96115 2.15076 2.44507  0.074
H -0.02489 3.18303 3.60242  0.146
H -1.05891 3.50984 5.88025  0.121
H -2.11006 2.12441 5.59682  0.132
H -3.73248 5.35195 4.62329  0.085
H -2.48303 5.23611 5.88035  0.087
H -3.86474 4.16746 5.91026  0.089
H -0.11918 0.65167 5.08692  0.081
H 0.80593 1.95702 5.55614  0.085
C 4.49773 4.02032 -4.72090  -0.058
C 4.66916 3.72708 -3.23320  -0.419
C 3.31435 3.38824 -2.60329  -0.216
O 3.53349 3.07723 -1.23096  -0.203
C 2.29119 3.04562 -0.54915  -0.088
N 5.64077 2.64489 -3.03574  0.053
H 3.60385 4.62222 -4.91051  0.073
H 4.41104 3.12721 -5.33872  0.071
H 5.36561 4.61498 -5.00852  0.076
H 5.04975 4.59484 -2.68624  0.140
H 2.72538 2.61049 -3.10535  0.116
H 2.71139 4.31119 -2.64574  0.110
H 1.95267 4.07551 -0.39010  0.088
H 2.45249 2.58922 0.42658  0.085
H 1.54291 2.47416 -1.09971  0.066
H 5.67780 2.48886 -2.03367  0.051
H 5.29049 1.79655 -3.47915  0.053
C -1.28201 -1.36553 -4.56402  -0.084
C -1.49432 -2.69389 -5.28987  -0.272
O -0.20225 -3.27848 -5.60793  -0.117
H -2.26024 -0.92144 -4.37243  0.075
H -0.71270 -0.69995 -5.21999  0.076
H -0.68154 -1.45508 -3.66293  0.049
H -1.98628 -2.46106 -6.23645  0.109
H -2.05081 -3.41119 -4.69364  0.113
H 0.06958 -2.76121 -6.37345  0.083
C -3.71890 2.93780 -1.58861  -0.090
C -3.64601 1.95828 -2.77386  -0.307
O -4.38987 2.49549 -3.87109  -0.084
H -3.01440 2.69350 -0.79239  0.042
H -4.75972 2.91718 -1.26769  0.082
H -3.38138 3.89115 -1.99453  0.059
H -4.04113 0.98461 -2.47464  0.099
H -2.61228 1.93841 -3.11858  0.099
H -5.32335 2.31795 -3.71687  0.081
C -0.43148 0.14770 -1.40266  -0.075
C 0.01975 -0.68107 -0.22116  -0.311
O 1.25323 -0.12887 0.22720  -0.121
H 0.43400 0.14977 -2.07234  0.057
H -0.68365 1.17464 -1.13275  0.070
H -1.28785 -0.25573 -1.94074  0.055
H 0.20215 -1.73186 -0.47479  0.089
H -0.73086 -0.68774 0.58260  0.091
H 1.41284 -0.45614 1.14220  0.032

The following is a quantum chemistry calculation of C36H34BiIN5O5 as an isolated structure, from the Open Molecules 2025 dataset.

The charge is +1. For the total energy, the calculation gives -2554.31133 hartree. Its orbital gap is 7.45 eV. As for the spin multiplicity: 1. The energy above the lowest of the compared OMol25 structures with the same formula, charge and spin comes out at 5.4 kcal per mole. As for the lowest unoccupied orbital energy: -3.1 eV.

Each line ends with the Löwdin charge.
CARTESIAN COORDINATES (ANGSTROEM)
Bi 1.17757 -0.37283 -1.12338  1.703
C 1.45003 0.23204 3.55874  -0.013
C 2.41094 -0.80644 3.06552  -0.253
N 3.09069 -1.50169 3.93816  0.131
C 3.94744 -2.44878 3.51477  -0.094
C 4.08673 -2.81124 2.20327  -0.142
C 5.09816 -3.88696 1.86950  -0.204
O 4.58016 -5.01858 1.17772  -0.059
C 3.31679 -2.11260 1.21519  -0.065
C 3.41743 -2.59374 -0.13489  -0.062
N 2.73490 -2.26366 -1.18786  -0.083
C 3.11072 -2.83171 -2.43290  -0.317
C 4.44527 -3.18363 -2.68304  -0.017
C 4.83632 -3.79417 -3.85804  -0.056
C 3.90571 -4.05296 -4.85157  -0.065
C 2.59261 -3.66228 -4.66254  -0.159
C 2.20884 -3.04689 -3.48012  -0.580
I 0.17130 -2.44860 -3.42111  1.009
C 2.53838 -1.01421 1.65246  -0.279
O 1.93364 -0.13474 0.90032  -0.271
H 1.53310 0.30573 4.63918  0.083
H 1.65961 1.19962 3.10001  0.074
H 0.42694 -0.04278 3.29072  0.086
H 4.52018 -2.94088 4.29290  0.116
H 5.87549 -3.46880 1.22602  0.130
H 5.57939 -4.20367 2.79711  0.121
H 3.98558 -5.49834 1.76498  0.101
H 4.13339 -3.39889 -0.25600  0.107
H 5.19646 -2.95464 -1.93949  0.118
H 5.87389 -4.06739 -3.99393  0.116
H 4.20137 -4.53300 -5.77406  0.115
H 1.85829 -3.83649 -5.43648  0.090
C -3.37372 4.34080 1.90115  -0.054
O -3.59439 4.56484 0.50996  -0.102
C -4.38625 3.61228 -0.08407  -0.246
C -5.75620 3.77595 -0.17817  0.009
C -6.52583 2.81976 -0.82332  -0.067
C -5.91708 1.71109 -1.39042  -0.073
C -4.54167 1.55090 -1.31643  -0.022
C -3.76897 2.49106 -0.63996  -0.157
N -2.36006 2.43572 -0.54760  0.177
C -1.55324 1.34149 -0.48149  -0.339
N -2.12903 0.20620 -0.04814  0.164
C -1.65824 -1.10228 0.16282  -0.175
C -0.39917 -1.60367 -0.14008  -0.337
C -0.10968 -2.93063 0.18888  -0.172
C -1.04855 -3.74242 0.78743  -0.064
C -2.32179 -3.25434 1.05943  -0.006
C -2.63093 -1.94867 0.74202  -0.216
O -3.84350 -1.36571 0.94659  -0.099
C -4.89844 -2.17477 1.44853  -0.049
N -0.28343 1.42581 -0.78416  -0.063
C 0.25854 2.66616 -1.21900  -0.272
C 0.52684 2.87928 -2.56346  -0.041
C 1.12024 4.05953 -2.98778  -0.078
C 1.45290 5.02547 -2.05418  -0.066
C 1.18766 4.82742 -0.70533  -0.004
C 0.58352 3.65254 -0.27673  -0.241
O 0.24023 3.37840 1.00506  -0.085
C 0.61754 4.31523 2.00099  -0.065
H -2.84572 5.21326 2.27810  0.093
H -2.76802 3.44403 2.06666  0.088
H -4.31989 4.23493 2.43668  0.097
H -6.20824 4.66086 0.25094  0.129
H -7.59716 2.94888 -0.89441  0.110
H -6.50888 0.97160 -1.91323  0.109
H -4.06914 0.71150 -1.80806  0.119
H -1.90134 3.33485 -0.54419  0.147
H -3.08875 0.30682 0.25709  0.127
H 0.86535 -3.34118 -0.03774  0.080
H -0.80643 -4.76553 1.04168  0.113
H -3.05372 -3.89948 1.52318  0.112
H -4.69973 -2.48174 2.47719  0.103
H -5.04946 -3.05676 0.82355  0.100
H -5.79002 -1.55543 1.41966  0.098
H 0.25230 2.11177 -3.27842  0.111
H 1.31633 4.21883 -4.03918  0.108
H 1.91612 5.95033 -2.37041  0.112
H 1.45277 5.59430 0.00883  0.110
H 0.27388 3.90062 2.94430  0.095
H 0.14367 5.28666 1.83876  0.096
H 1.70146 4.44667 2.03532  0.102